[1]
ORCA calculation (the ωB97M-V functional and the def2-TZVPD basis) on a 4-piece molecular cluster, C22H22F24N2O4S overall in a non-equilibrium geometry.

```
75
Properties=species:S:1:pos:R:3
C 2.22157 -1.29326 -5.13997
C 1.14444 -1.99124 -4.16302
O 0.18866 -2.86430 -4.81702
C -0.40559 -2.27543 -5.99132
C -1.04951 -0.81805 -5.78859
C -1.40106 -0.27465 -7.28250
N -1.69929 0.16402 -8.36324
C -2.43001 -0.77948 -4.95795
S -3.74744 -1.94527 -5.55928
C -2.18566 -0.93046 -3.35757
N -2.08768 -0.91628 -2.14425
H 1.76946 -0.39584 -5.72611
H 3.13615 -0.88595 -4.56595
H 2.60704 -2.01541 -5.96699
H 0.63673 -1.19975 -3.48008
H 1.75318 -2.66579 -3.43680
H 0.31766 -2.19512 -6.89990
H -1.22890 -3.01623 -6.34659
H -0.35513 -0.02819 -5.33778
H -2.86267 0.29107 -5.09962
H -3.57709 -3.15813 -4.85781
F -1.41349 3.91054 2.21484
C -2.56362 4.10858 2.88571
F -2.30665 3.77259 4.17799
C -3.72089 3.27540 2.33302
F -3.48782 1.94617 2.48030
F -4.82677 3.54272 3.09163
C -4.10237 3.55838 0.86657
O -3.56817 2.67366 -0.12701
C -2.26407 2.95281 -0.59921
F -1.88393 4.17394 -0.17159
F -2.36924 3.04753 -1.94705
C -1.25728 1.85148 -0.24525
F -1.18180 1.65258 1.09062
F -0.00890 2.18457 -0.65913
H -2.79964 5.17630 2.86262
H -5.18376 3.40323 0.80119
H -3.95880 4.60936 0.59513
H -1.53516 0.90348 -0.71063
F 6.01032 -2.17425 -3.42026
C 5.74840 -3.26243 -2.67110
F 4.44168 -3.56564 -2.89025
C 5.99755 -3.02878 -1.18149
F 5.15799 -2.08728 -0.68562
F 5.68617 -4.18638 -0.52296
C 7.44420 -2.66644 -0.79151
O 7.73951 -1.27529 -0.60813
C 8.05448 -0.52862 -1.76768
F 8.24998 -1.36838 -2.80386
F 9.25649 0.04599 -1.52391
C 7.02157 0.56498 -2.06737
F 5.78131 0.05184 -2.22875
F 7.32700 1.21434 -3.21748
H 6.34940 -4.09526 -3.04732
H 7.60724 -3.10167 0.19928
H 8.18321 -3.15824 -1.43245
H 6.98041 1.29508 -1.25629
F -3.09994 -1.33804 7.73630
C -1.93502 -0.89772 7.22331
F -1.02394 -0.98183 8.22871
C -2.02158 0.53641 6.70222
F -2.27984 1.40817 7.70804
F -0.78713 0.87922 6.22308
C -3.02813 0.77610 5.55963
O -4.31182 1.29779 5.93074
C -5.28408 0.36444 6.35872
F -4.85732 -0.88538 6.08919
F -6.36582 0.56596 5.56783
C -5.68634 0.55836 7.82599
F -4.62322 0.45860 8.65417
F -6.57212 -0.39268 8.21298
H -1.62130 -1.58630 6.43345
H -2.59553 1.56186 4.93375
H -3.11548 -0.08767 4.89252
H -6.14078 1.53952 7.97908
```

The calculation puts the HOMO energy at -10.319 eV. Its calculated total energy is -4056.82373 a.u. The lowest unoccupied orbital energy comes out at 0.2 eV. Its SMILES is CCOC[C@@H](C#N)[C@@H](S)C#N.FC(F)C(F)(F)COC(F)(F)C(F)F.FC(F)C(F)(F)COC(F)(F)C(F)F.FC(F)C(F)(F)COC(F)(F)C(F)F.

***

[2]
ORCA calculation (the ωB97M-V functional and the def2-TZVPD basis) on C22H22F2MoNO3Si as an isolated structure in a non-equilibrium geometry.

```
52
Properties=species:S:1:pos:R:3
Mo -1.56253 -0.20320 1.64846
N -3.53512 0.42153 1.35848
C -3.95468 1.72190 2.03738
C -3.83749 1.72524 3.52286
C -2.48221 1.44043 4.04715
O -2.11377 1.70048 5.14454
O -1.60318 0.76645 3.26054
H -3.74544 0.58452 0.37180
H -4.12823 -0.36333 1.70124
H -5.02539 1.88454 1.79982
H -3.39778 2.55480 1.58576
H -4.53854 1.01941 3.99497
H -4.07538 2.70621 3.88799
F -3.56351 -2.24284 1.88362
C -2.22857 -2.23035 1.49674
F -1.62873 -2.85842 2.57149
H -2.00838 -2.77185 0.58413
O -0.51279 0.80663 0.53310
Si 0.79906 0.29657 -0.46248
C 0.53481 -1.59003 -0.51358
C -0.12698 -2.01535 -1.67687
C -0.02324 -3.33137 -2.09705
C 0.75344 -4.28021 -1.39533
C 1.40722 -3.86717 -0.24932
C 1.28153 -2.55623 0.20592
C 2.43762 0.55274 0.38464
C 3.50483 -0.26192 0.02071
C 4.80557 -0.02855 0.41265
C 5.04884 1.03610 1.26776
C 3.96809 1.77239 1.73812
C 2.67630 1.56091 1.29663
C 0.53445 1.05670 -2.14088
C 1.34879 0.78387 -3.23844
C 1.08352 1.35190 -4.47767
C -0.02740 2.17417 -4.63762
C -0.85272 2.42282 -3.53376
C -0.57002 1.90937 -2.30390
H -0.69956 -1.31558 -2.23051
H -0.49371 -3.60506 -3.04504
H 0.85641 -5.31230 -1.79045
H 2.06277 -4.54065 0.32255
H 1.83793 -2.28275 1.07562
H 3.37762 -1.09793 -0.68775
H 5.58667 -0.63430 0.01068
H 6.08911 1.26242 1.52787
H 4.16451 2.61425 2.36618
H 1.85156 2.22153 1.62875
H 2.21361 0.12197 -3.13520
H 1.77097 1.15221 -5.30900
H -0.30718 2.60513 -5.59461
H -1.70630 3.05152 -3.70159
H -1.24642 2.11070 -1.46710
```

The calculation puts the energy above the lowest of the compared OMol25 structures with the same formula, charge and spin at 0.0 kJ/mol. The calculation puts the HOMO energy (alpha / beta) at -11.852 / -11.855 eV. Its calculated total energy is -1689.24322 a.u. As for the multiplicity: 3. The lowest unoccupied orbital energy (alpha / beta) comes out at -4.1 / -4.5 eV. The net charge is +1.

***

[3]
ORCA calculation (the ωB97M-V functional and the def2-TZVPD basis) on C22H22F5N5O5Pb as an isolated structure.

```
60
Properties=species:S:1:pos:R:3
Pb -1.01177 0.29498 -0.09068
C -2.06848 -0.39121 -3.45381
N -2.55347 -0.61836 -2.10127
C -3.89040 -0.06489 -1.93617
C -2.50259 -2.04779 -1.77493
C -2.90625 -2.38742 -0.34356
N -2.37412 -1.44262 0.62773
C -2.70793 -1.63164 1.93363
C -2.47836 -0.59831 2.86783
F -1.94450 0.57213 2.41070
C -2.79102 -0.67759 4.20365
F -2.53567 0.38286 4.98913
C -3.37320 -1.81162 4.73968
C -3.61673 -2.84409 3.85821
F -4.17548 -3.98371 4.31326
C -3.29861 -2.77516 2.51328
F -3.55479 -3.88215 1.77136
H -2.72084 -0.86390 -4.20342
H -1.06430 -0.80262 -3.55914
H -2.02795 0.67840 -3.65900
H -4.61272 -0.55265 -2.60309
H -3.87504 1.00035 -2.16607
H -4.21765 -0.19347 -0.90770
H -1.47584 -2.37198 -1.94213
H -3.14939 -2.61990 -2.46004
H -2.54992 -3.40833 -0.17409
H -4.00127 -2.42990 -0.26813
H -3.62255 -1.88553 5.78396
O 0.45544 -1.96387 -0.56659
C 1.64429 -1.97887 -1.33427
C 1.81244 -0.73740 -2.18604
C 2.71210 -0.70269 -3.24635
C 2.88419 0.48483 -3.93413
C 2.15763 1.60284 -3.54667
C 1.27516 1.46959 -2.49155
N 1.10454 0.32439 -1.83451
H 0.67156 -1.68679 0.33469
H 1.64070 -2.86465 -1.97807
H 2.51802 -2.06071 -0.67751
H 3.26839 -1.58866 -3.51754
H 3.58277 0.54334 -4.75703
H 2.27459 2.55186 -4.04568
H 0.68586 2.30798 -2.14456
F 4.50850 3.40185 -1.11432
C 4.10263 3.31756 0.16339
C 3.73503 2.15010 0.69612
N 3.33741 2.02371 2.00408
C 2.64144 0.81194 2.38191
C 1.31353 0.72520 1.64045
O 0.84336 -0.43891 1.46331
O 0.79794 1.76922 1.23296
C 3.21287 3.13415 2.82023
O 2.80053 3.08526 3.95075
N 3.65604 4.31389 2.25056
C 4.07357 4.54833 0.94624
O 4.36059 5.65263 0.55326
H 3.74266 1.24351 0.10682
H 2.45297 0.84692 3.45627
H 3.25670 -0.06118 2.15867
H 3.57743 5.13077 2.84591
```

The calculation puts the energy above the lowest of the compared OMol25 structures with the same formula, charge and spin at 0.0 kJ/mol. The calculation puts the HOMO energy at -7.504 eV. Its calculated total energy is -2193.76190 a.u. The lowest unoccupied orbital energy comes out at 0.0 eV.

***

[4]
ORCA calculation (the ωB97M-V functional and the def2-TZVPD basis) on C22H22F6GaN3O7S2 as an isolated structure.

```
63
Properties=species:S:1:pos:R:3
Ga -0.68404 0.94896 0.27878
C -4.40974 -0.63104 -0.47693
O -4.27500 -0.86453 -1.87788
C -3.02756 -1.06542 -2.40209
C -2.93645 -1.97129 -3.44012
C -1.73205 -2.21298 -4.09775
C -0.60501 -1.53976 -3.68599
C -0.66187 -0.63079 -2.62402
C 0.52740 0.14877 -2.32566
N 0.59173 0.95217 -1.33206
N 1.62682 1.87375 -1.26034
C 1.13798 2.94216 -0.65158
O -0.04377 3.08209 -0.22481
C 2.10514 4.07755 -0.46132
C 3.41888 4.00881 -0.91739
C 4.28414 5.07198 -0.71490
C 3.84645 6.21425 -0.05374
C 2.53957 6.28270 0.40716
C 1.67276 5.21810 0.20426
C -1.87954 -0.36660 -1.95461
O -2.00923 0.51709 -0.99094
H -5.45745 -0.84384 -0.26053
H -4.16626 0.39733 -0.21748
H -3.77489 -1.30740 0.09299
H -3.83535 -2.51284 -3.70375
H -1.68314 -2.94839 -4.88940
H 0.35053 -1.71003 -4.16957
H 1.35273 0.14097 -3.04194
H 3.74019 3.10971 -1.42244
H 5.30623 5.00949 -1.06913
H 4.52489 7.04348 0.10807
H 2.19508 7.16546 0.93307
H 0.65262 5.23604 0.56318
F 2.33665 -4.35916 -0.65417
C 1.82887 -3.11831 -0.62124
F 2.63228 -2.37372 0.15141
F 1.88462 -2.62558 -1.85850
S 0.11720 -3.09297 0.07970
O -0.16942 -1.68686 0.15970
O 0.19638 -3.84580 1.30115
N -0.59187 -3.86132 -1.11492
S -1.98444 -4.57069 -0.90204
O -2.43970 -5.08635 -2.16050
O -2.88851 -3.85805 -0.04602
C -1.61601 -6.13561 0.06589
F -2.42377 -7.12896 -0.34871
F -1.82384 -5.98347 1.37356
F -0.35753 -6.55305 -0.11482
C 0.76589 -0.55981 3.03108
C 0.23776 0.87196 3.12218
C 1.43445 1.82974 2.95716
C -0.31945 1.08144 4.54236
C -0.89160 1.13343 2.13186
H 1.47510 -0.76749 3.84112
H 1.28651 -0.72054 2.08602
H -0.05211 -1.27964 3.08199
H 2.19789 1.67784 3.73318
H 1.10095 2.86926 3.00271
H 1.90825 1.67784 1.98393
H 0.43891 0.89169 5.31230
H -1.16748 0.41660 4.70299
H -0.67281 2.10921 4.65811
H -1.13502 2.21240 2.18137
```

The calculation puts the energy above the lowest of the compared OMol25 structures with the same formula, charge and spin at 69.9 kJ/mol. The calculation puts the HOMO energy at -0.244 eV. Its calculated total energy is -4862.87458 a.u. The lowest unoccupied orbital energy comes out at 4.5 eV. The net charge is -2.

***

- calculated total energy of number 4 (C22H22F6GaN3O7S2)?
  -4862.87458 a.u.

***

Repeat the fourth record exactly.
ORCA calculation (the ωB97M-V functional and the def2-TZVPD basis) on C22H22F6GaN3O7S2 as an isolated structure.

```
63
Properties=species:S:1:pos:R:3
Ga -0.68404 0.94896 0.27878
C -4.40974 -0.63104 -0.47693
O -4.27500 -0.86453 -1.87788
C -3.02756 -1.06542 -2.40209
C -2.93645 -1.97129 -3.44012
C -1.73205 -2.21298 -4.09775
C -0.60501 -1.53976 -3.68599
C -0.66187 -0.63079 -2.62402
C 0.52740 0.14877 -2.32566
N 0.59173 0.95217 -1.33206
N 1.62682 1.87375 -1.26034
C 1.13798 2.94216 -0.65158
O -0.04377 3.08209 -0.22481
C 2.10514 4.07755 -0.46132
C 3.41888 4.00881 -0.91739
C 4.28414 5.07198 -0.71490
C 3.84645 6.21425 -0.05374
C 2.53957 6.28270 0.40716
C 1.67276 5.21810 0.20426
C -1.87954 -0.36660 -1.95461
O -2.00923 0.51709 -0.99094
H -5.45745 -0.84384 -0.26053
H -4.16626 0.39733 -0.21748
H -3.77489 -1.30740 0.09299
H -3.83535 -2.51284 -3.70375
H -1.68314 -2.94839 -4.88940
H 0.35053 -1.71003 -4.16957
H 1.35273 0.14097 -3.04194
H 3.74019 3.10971 -1.42244
H 5.30623 5.00949 -1.06913
H 4.52489 7.04348 0.10807
H 2.19508 7.16546 0.93307
H 0.65262 5.23604 0.56318
F 2.33665 -4.35916 -0.65417
C 1.82887 -3.11831 -0.62124
F 2.63228 -2.37372 0.15141
F 1.88462 -2.62558 -1.85850
S 0.11720 -3.09297 0.07970
O -0.16942 -1.68686 0.15970
O 0.19638 -3.84580 1.30115
N -0.59187 -3.86132 -1.11492
S -1.98444 -4.57069 -0.90204
O -2.43970 -5.08635 -2.16050
O -2.88851 -3.85805 -0.04602
C -1.61601 -6.13561 0.06589
F -2.42377 -7.12896 -0.34871
F -1.82384 -5.98347 1.37356
F -0.35753 -6.55305 -0.11482
C 0.76589 -0.55981 3.03108
C 0.23776 0.87196 3.12218
C 1.43445 1.82974 2.95716
C -0.31945 1.08144 4.54236
C -0.89160 1.13343 2.13186
H 1.47510 -0.76749 3.84112
H 1.28651 -0.72054 2.08602
H -0.05211 -1.27964 3.08199
H 2.19789 1.67784 3.73318
H 1.10095 2.86926 3.00271
H 1.90825 1.67784 1.98393
H 0.43891 0.89169 5.31230
H -1.16748 0.41660 4.70299
H -0.67281 2.10921 4.65811
H -1.13502 2.21240 2.18137
```

The calculation puts the energy above the lowest of the compared OMol25 structures with the same formula, charge and spin at 69.9 kJ/mol. The calculation puts the HOMO energy at -0.244 eV. Its calculated total energy is -4862.87458 a.u. The lowest unoccupied orbital energy comes out at 4.5 eV. The net charge is -2.